1.
# C4H11NO2

2 unconnected molecules or ions with the total composition C4H11NO2 (the ωB97M-V functional and the def2-TZVPD basis, the OMol25 dataset).

Spin multiplicity ... 1
DFT total energy ... -9910.16617 eV
Kohn-Sham gap ... 10.18 eV
Energy relative to the best compared isomer or geometry (same formula, charge and spin) ... 47.9 kcal/mol
Structure (SMILES) ... C=CCO.NCO
LUMO ... 0.8 eV

```
18
C4H11NO2 (the ωB97M-V functional and the def2-TZVPD basis)
C -0.21 -0.13 -1.32
O -1.05 0.73 -0.54
C -0.20 0.38 -2.72
C 0.78 0.10 -3.57
H -0.63 -1.14 -1.22
H 0.81 -0.13 -0.92
H -0.75 0.67 0.37
H -1.08 0.94 -3.02
H 0.84 0.60 -4.53
H 1.57 -0.59 -3.30
N -0.19 -1.48 2.41
C 0.65 -0.39 2.71
O 0.17 0.85 2.11
H -1.09 -1.41 2.84
H -0.22 -1.67 1.42
H 0.73 -0.26 3.78
H 1.65 -0.56 2.29
H 0.67 1.54 2.54
```

---

2.
# C4H11NO2

2 unconnected molecules or ions with the total composition C4H11NO2 in a non-equilibrium geometry (the ωB97M-V functional and the def2-TZVPD basis, the OMol25 dataset).

Spin multiplicity ... 1
DFT total energy ... -9905.97737 eV
Kohn-Sham gap ... 6.66 eV
Energy relative to the best compared isomer or geometry (same formula, charge and spin) ... 144.5 kcal/mol
LUMO ... 0.4 eV

```
18
C4H11NO2 (the ωB97M-V functional and the def2-TZVPD basis)
C 0.26 0.68 0.62
C 0.72 -0.10 -0.47
C -0.92 1.62 0.49
C 0.29 0.11 -1.88
N -0.44 -1.82 1.75
O -1.01 -1.05 0.69
O 1.72 -0.96 -0.23
H 2.04 -1.34 -1.05
H 0.60 0.36 1.59
H 1.25 1.33 0.11
H -1.22 -2.10 2.34
H -0.10 -2.69 1.33
H -1.78 1.11 0.05
H -0.70 2.51 -0.10
H -1.23 1.93 1.49
H -0.20 1.07 -2.03
H 1.14 0.04 -2.58
H -0.42 -0.68 -2.12
```

---

3.
# C4H11NO2

2 unconnected molecules or ions with the total composition C4H11NO2 in a non-equilibrium geometry (the ωB97M-V functional and the def2-TZVPD basis, the OMol25 dataset).

Spin multiplicity ... 1
DFT total energy ... -9910.30449 eV
Kohn-Sham gap ... 9.84 eV
Energy relative to the best compared isomer or geometry (same formula, charge and spin) ... 44.7 kcal/mol
Structure (SMILES) ... CN[C@@H](C)C=O.O
LUMO ... 0.8 eV

```
18
C4H11NO2 (the ωB97M-V functional and the def2-TZVPD basis)
C 0.30 -1.28 -0.68
N 1.48 -0.42 -0.52
C 0.27 1.84 -0.68
C 1.18 0.84 0.12
C 0.57 0.52 1.51
O -0.36 1.10 2.01
H 0.44 -2.30 -0.34
H -0.54 -0.81 -0.16
H -0.14 -1.37 -1.68
H 1.84 -0.28 -1.46
H 0.09 1.35 -1.63
H -0.68 1.96 -0.16
H 0.92 2.69 -0.85
H 2.13 1.32 0.40
H 1.10 -0.31 2.03
H -2.92 -1.58 -0.10
H -3.14 -1.46 1.44
O -2.56 -1.81 0.75
```

---

4.
# C4H11NO2

3 unconnected molecules or ions with the total composition C4H11NO2 in a non-equilibrium geometry (the ωB97M-V functional and the def2-TZVPD basis, the OMol25 dataset).

Spin multiplicity ... 1
DFT total energy ... -9908.43493 eV
Kohn-Sham gap ... 8.50 eV
Energy relative to the best compared isomer or geometry (same formula, charge and spin) ... 87.8 kcal/mol
Structure (SMILES) ... C=N/C=C/C.O.O
LUMO ... 0.0 eV

```
18
C4H11NO2 (the ωB97M-V functional and the def2-TZVPD basis)
C 2.35 0.36 0.12
C 0.85 0.71 0.30
C -0.12 -0.20 -0.16
N -1.29 -0.66 0.61
C -2.23 -1.24 -0.15
H 2.65 0.91 -0.75
H 2.88 0.68 0.93
H 2.47 -0.80 0.04
H 0.62 1.38 1.16
H -0.05 -0.72 -1.12
H -2.17 -1.16 -1.21
H -2.75 -2.07 0.37
H -0.42 1.23 -3.68
H -1.43 1.42 -2.62
O -0.92 0.70 -3.06
H 0.28 -0.67 3.54
H -0.49 -0.02 2.37
O -0.22 0.15 3.31
```

---

5.
# C4H11NO2

2 unconnected molecules or ions with the total composition C4H11NO2 in a non-equilibrium geometry (the ωB97M-V functional and the def2-TZVPD basis, the OMol25 dataset).

Spin multiplicity ... 1
DFT total energy ... -9911.81388 eV
Kohn-Sham gap ... 10.51 eV
Energy relative to the best compared isomer or geometry (same formula, charge and spin) ... 9.9 kcal/mol
Structure (SMILES) ... CCCC(N)=O.O
LUMO ... 0.8 eV

```
18
C4H11NO2 (the ωB97M-V functional and the def2-TZVPD basis)
C -2.04 -0.15 -0.10
C -0.58 -0.55 -0.36
C 0.30 -0.04 0.78
C 1.68 -0.66 0.90
N 1.69 -1.94 1.38
O 2.71 -0.08 0.68
H -2.43 -0.53 0.85
H -2.74 -0.44 -0.88
H -2.11 0.93 0.07
H -0.62 -1.64 -0.43
H -0.36 -0.12 -1.34
H 0.43 1.03 0.56
H -0.23 -0.03 1.73
H 0.93 -2.54 1.61
H 2.63 -2.23 1.61
H -0.30 3.24 -1.89
H 0.94 3.10 -2.64
O 0.10 2.64 -2.52
```

---

6.
# C4H11NO2

2 unconnected molecules or ions with the total composition C4H11NO2 in a non-equilibrium geometry (the ωB97M-V functional and the def2-TZVPD basis, the OMol25 dataset).

Spin multiplicity ... 1
DFT total energy ... -9910.61742 eV
Kohn-Sham gap ... 9.54 eV
Energy relative to the best compared isomer or geometry (same formula, charge and spin) ... 37.5 kcal/mol
Structure (SMILES) ... CCCNC=O.O
LUMO ... 0.2 eV

```
18
C4H11NO2 (the ωB97M-V functional and the def2-TZVPD basis)
C -1.20 -1.90 -0.72
N -0.51 -0.74 -1.12
C 0.78 -0.49 -0.52
C 0.67 0.30 0.69
C 1.99 0.54 1.43
O -0.74 -2.84 -0.12
H -2.26 -1.91 -1.00
H -1.14 0.19 -1.03
H 1.32 -1.45 -0.32
H 1.53 -0.01 -1.30
H 0.13 1.19 0.54
H -0.02 -0.35 1.41
H 2.66 -0.24 1.25
H 1.67 0.67 2.56
H 2.43 1.51 1.30
H -2.87 2.03 -0.37
H -2.02 2.05 -1.70
O -2.41 1.43 -0.99
```

---

7.
# C4H11NO2

3 unconnected molecules or ions with the total composition C4H11NO2 in a non-equilibrium geometry (the ωB97M-V functional and the def2-TZVPD basis, the OMol25 dataset).

Spin multiplicity ... 1
DFT total energy ... -9909.51854 eV
Kohn-Sham gap ... 8.08 eV
Energy relative to the best compared isomer or geometry (same formula, charge and spin) ... 62.8 kcal/mol
Structure (SMILES) ... C=C/C=C/N.O.O
LUMO ... 0.8 eV

```
18
C4H11NO2 (the ωB97M-V functional and the def2-TZVPD basis)
N 1.89 -1.26 -1.35
C 1.15 -0.94 -0.25
C 0.54 0.24 -0.01
C 0.59 0.95 1.26
C 0.91 2.23 1.43
H 2.55 -2.02 -1.27
H 2.34 -0.47 -1.77
H 1.06 -1.71 0.53
H 0.08 0.78 -0.85
H 0.61 0.33 2.16
H 1.35 2.59 2.35
H 0.92 2.87 0.55
H -2.09 0.17 0.95
H -2.70 -1.13 1.42
O -2.70 -0.53 0.67
H -2.49 -0.89 -2.62
H -2.22 -0.58 -1.16
O -1.78 -0.64 -2.02
```

---

8.
# C4H11NO2

A single C4H11NO2 molecule in a non-equilibrium geometry (the ωB97M-V functional and the def2-TZVPD basis, the OMol25 dataset).

Spin multiplicity ... 1
DFT total energy ... -9910.25153 eV
Kohn-Sham gap ... 9.79 eV
Energy relative to the best compared isomer or geometry (same formula, charge and spin) ... 45.9 kcal/mol
Structure (SMILES) ... N[C@@H](CO)CCO
LUMO ... 0.7 eV

```
18
C4H11NO2 (the ωB97M-V functional and the def2-TZVPD basis)
C 0.43 -1.34 -1.16
O 1.77 -1.73 -1.08
C 0.41 -0.08 -0.19
C -0.91 0.64 -0.37
C -0.97 1.77 0.66
O -1.37 1.35 1.98
N 0.58 -0.67 1.18
H 0.21 -1.06 -2.15
H -0.14 -2.18 -0.91
H 2.26 -1.61 -1.93
H 1.27 0.58 -0.41
H -1.69 -0.01 -0.21
H -0.91 1.16 -1.32
H -1.71 2.54 0.21
H -0.01 2.34 0.86
H 1.53 -0.87 1.33
H -0.70 0.62 2.17
H -0.03 -1.47 1.33
```

---

9.
# C4H11NO2

A single C4H11NO2 molecule in a non-equilibrium geometry (the ωB97M-V functional and the def2-TZVPD basis, the OMol25 dataset).

Spin multiplicity ... 1
DFT total energy ... -9910.62701 eV
Kohn-Sham gap ... 10.52 eV
Energy relative to the best compared isomer or geometry (same formula, charge and spin) ... 37.2 kcal/mol
Structure (SMILES) ... C[C@H](O)CNCO
LUMO ... 0.9 eV

```
18
C4H11NO2 (the ωB97M-V functional and the def2-TZVPD basis)
C -0.15 0.31 0.73
C 0.50 0.87 -0.53
C 0.34 2.38 -0.63
O -0.06 0.28 -1.72
N 0.30 -1.03 1.03
C -0.54 -2.12 0.51
O 0.15 -2.99 -0.42
H 0.23 0.95 1.53
H -1.22 0.56 0.68
H 1.55 0.60 -0.65
H 0.85 2.88 0.20
H 0.59 2.78 -1.60
H -0.72 2.60 -0.50
H -1.01 0.46 -1.74
H 0.36 -1.23 2.00
H -1.45 -1.81 0.00
H -0.77 -2.75 1.37
H 1.06 -2.74 -0.25
```

---

10.
# C4H11NO2

3 unconnected molecules or ions with the total composition C4H11NO2 in a non-equilibrium geometry (the ωB97M-V functional and the def2-TZVPD basis, the OMol25 dataset).

Spin multiplicity ... 1
DFT total energy ... -9909.50337 eV
Kohn-Sham gap ... 9.61 eV
Energy relative to the best compared isomer or geometry (same formula, charge and spin) ... 63.2 kcal/mol
Structure (SMILES) ... C=NC(=C)C.O.O
LUMO ... 0.8 eV

```
18
C4H11NO2 (the ωB97M-V functional and the def2-TZVPD basis)
C -3.95 0.50 1.10
C -2.60 0.12 0.47
C -2.19 0.85 -0.57
C -0.85 -1.32 0.82
N -2.10 -1.14 0.71
H -4.55 -0.33 1.44
H -3.92 1.37 1.76
H -4.50 0.92 0.26
H -1.39 0.50 -1.22
H -2.59 1.83 -0.79
H -0.38 -2.28 0.96
H -0.24 -0.44 1.07
H 4.22 -2.13 -4.82
H 4.84 -3.54 -4.44
O 4.25 -3.06 -5.03
H 5.29 2.69 1.96
H 5.50 2.42 3.48
O 5.15 3.04 2.84
```

---

11.
# C4H11NO2

A single C4H11NO2 molecule (the ωB97M-V functional and the def2-TZVPD basis, the OMol25 dataset).

Spin multiplicity ... 1
DFT total energy ... -9911.18016 eV
Kohn-Sham gap ... 10.23 eV
Energy relative to the best compared isomer or geometry (same formula, charge and spin) ... 24.5 kcal/mol
Structure (SMILES) ... C[C@H](O)[C@@H](N)CO
LUMO ... 0.7 eV

```
18
C4H11NO2 (the ωB97M-V functional and the def2-TZVPD basis)
C -1.24 1.08 -0.02
O -1.00 2.37 -0.54
C 0.07 0.39 0.44
C -0.10 -1.12 0.45
C 1.09 -1.82 1.11
O -0.23 -1.50 -0.92
N 1.18 0.84 -0.41
H -1.77 0.44 -0.74
H -1.89 1.18 0.85
H 0.28 0.72 1.46
H -0.99 -1.40 1.02
H 0.82 -2.80 1.53
H 1.43 -1.21 1.95
H 1.93 -2.02 0.45
H -0.03 -2.44 -1.02
H 1.39 0.11 -1.10
H 2.03 1.03 0.11
H -0.07 2.32 -0.84
```

---

12.
# C4H11NO2

A single C4H11NO2 molecule in a non-equilibrium geometry (the ωB97M-V functional and the def2-TZVPD basis, the OMol25 dataset).

Spin multiplicity ... 1
DFT total energy ... -9909.42210 eV
Kohn-Sham gap ... 10.14 eV
Energy relative to the best compared isomer or geometry (same formula, charge and spin) ... 65.0 kcal/mol
Structure (SMILES) ... OCCCNCO
LUMO ... 0.9 eV

```
18
C4H11NO2 (the ωB97M-V functional and the def2-TZVPD basis)
C 0.88 -0.30 0.29
C 1.20 0.13 -1.18
C 0.51 1.49 -1.51
O 1.38 2.53 -1.00
N -0.27 -1.31 0.40
C -1.09 -1.12 1.59
O -2.53 -1.45 1.27
H 1.58 -0.87 0.92
H 0.67 0.62 0.79
H 0.83 -0.58 -1.95
H 2.35 0.16 -1.30
H 0.38 1.68 -2.58
H -0.46 1.40 -1.07
H 1.06 2.96 -0.18
H 0.20 -2.20 0.18
H -0.92 -1.70 2.52
H -1.21 -0.11 1.94
H -2.43 -2.04 0.59
```

---

13.
# C4H11NO2

A single C4H11NO2 molecule in a non-equilibrium geometry (the ωB97M-V functional and the def2-TZVPD basis, the OMol25 dataset).

Spin multiplicity ... 1
DFT total energy ... -9910.17986 eV
Kohn-Sham gap ... 10.13 eV
Energy relative to the best compared isomer or geometry (same formula, charge and spin) ... 47.6 kcal/mol
Structure (SMILES) ... C[C@@H](O)[C@@H](N)CO
LUMO ... 0.8 eV

```
18
C4H11NO2 (the ωB97M-V functional and the def2-TZVPD basis)
C 1.17 0.72 0.49
O 1.42 2.10 0.54
C -0.31 0.49 0.22
C -0.70 -0.79 -0.42
C -0.30 -0.89 -1.89
O 0.00 -1.94 0.19
N -1.16 0.75 1.42
H 1.88 0.13 -0.14
H 1.36 0.16 1.43
H 1.89 2.33 1.35
H -0.73 1.24 -0.51
H -1.73 -1.01 -0.20
H -0.36 -1.97 -2.17
H -0.52 -0.18 -2.70
H 0.78 -0.76 -2.09
H -0.65 -2.36 0.76
H -1.29 1.74 1.52
H -0.74 0.26 2.20
```

---

14.
# C4H11NO2

2 unconnected molecules or ions with the total composition C4H11NO2 in a non-equilibrium geometry (the ωB97M-V functional and the def2-TZVPD basis, the OMol25 dataset).

Spin multiplicity ... 1
DFT total energy ... -9910.45194 eV
Kohn-Sham gap ... 9.93 eV
Energy relative to the best compared isomer or geometry (same formula, charge and spin) ... 41.3 kcal/mol
Structure (SMILES) ... CC(=O)O.CCN
LUMO ... 0.6 eV

```
18
C4H11NO2 (the ωB97M-V functional and the def2-TZVPD basis)
C 2.40 -0.32 -0.02
C 1.78 -0.88 1.29
O 1.84 0.04 2.32
O 1.50 -2.01 1.46
H 1.54 -0.33 -0.74
H 3.18 -1.00 -0.33
H 2.68 0.74 0.01
C -1.07 0.57 -0.81
C -2.24 1.01 0.02
N -1.30 -0.62 -1.69
H -0.84 1.31 -1.65
H -0.04 0.52 -0.29
H -2.71 0.14 0.50
H -3.01 1.47 -0.72
H -0.67 -1.34 -1.44
H -2.20 -1.05 -1.50
H 1.01 0.22 2.72
H -1.88 1.54 0.87
```